{"formula": "C10H18N3O", "method": "ωB97M-V with the def2-TZVPD basis set", "species": ["C", "C", "C", "C", "C", "C", "C", "O", "H", "H", "H", "H", "H", "H", "H", "H", "C", "C", "C", "N", "N", "N", "H", "H", "H", "H", "H", "H", "H", "H", "H", "H"], "coordinates": [[-1.22294, 3.89745, -0.02650], [-0.17949, 0.73299, 2.55729], [0.81000, 1.57297, 2.16502], [-1.47447, 0.66178, 1.96658], [0.54108, 2.52827, 1.16994], [-1.70015, 1.75692, 1.14793], [-0.75786, 2.78946, 0.84007], [0.01371, -0.46751, 3.23287], [1.83641, 1.52341, 2.50271], [0.66758, -0.50724, 3.93694], [-2.06325, -0.22731, 2.15221], [1.46918, 3.11905, 0.97713], [-2.71215, 1.98888, 0.72356], [-1.12376, 4.80664, 0.58479], [-2.29618, 4.00126, -0.24144], [-0.63150, 4.05270, -0.92380], [0.84508, -2.18616, 0.00195], [-0.59693, -2.69296, 0.02797], [0.93779, -1.62830, -2.45107], [0.81074, -1.22119, -1.17012], [0.91510, -2.93133, -2.73761], [1.09280, -0.68541, -3.37482], [1.08396, -1.62897, 0.89676], [1.56701, -2.99572, -0.19187], [-0.80840, -3.48948, -0.68080], [-1.29698, -1.85586, -0.08324], [1.19025, -0.29366, -0.98566], [0.97567, -3.57652, -1.97042], [0.57099, -3.30768, -3.60387], [1.31616, 0.25438, -3.10218], [1.16771, -0.91241, -4.35304], [-0.94715, -3.07844, 1.01272]], "forces_ev_per_angstrom": [[-0.2, 2.0, 0.6], [-1.3, -3.4, -0.2], [0.4, 0.5, -0.8], [2.2, 2.2, -0.3], [1.7, 0.9, 1.8], [-1.9, 0.9, -0.3], [-1.2, -2.1, -1.1], [0.4, -0.2, 0.6], [-0.1, -0.4, 0.3], [0.2, 0.6, -0.1], [-0.3, 0.5, 0.0], [-1.3, 0.0, -0.5], [0.9, -0.7, 0.4], [0.5, 0.1, -0.3], [0.3, -1.0, -0.2], [0.0, -0.1, -0.1], [-1.5, 0.1, -1.6], [-1.0, -0.4, 1.9], [0.0, 0.5, 1.3], [1.8, -0.4, 0.0], [-0.1, 0.1, 0.0], [-0.1, -0.3, -0.6], [0.2, 0.1, 0.0], [0.0, 0.5, 0.3], [0.0, 0.2, -0.2], [0.3, -0.1, -0.5], [-0.3, -0.2, 0.1], [-0.2, -0.1, 0.0], [0.2, 0.2, -0.2], [-0.2, 0.1, 0.0], [0.1, 0.0, 0.1], [0.8, -0.1, -0.4]], "max_force_ev_per_a": 3.60, "mol_weight_g_mol": 196.3, "spin_multiplicity": 1, "charge": 1}

---

{"formula": "CH6N2O", "method": "ωB97M-V with the def2-TZVPD basis set", "species": ["C", "N", "N", "O", "H", "H", "H", "H", "H", "H"], "coordinates": [[-2.13987, -0.75557, 0.07847], [1.25246, 0.76465, 0.06239], [1.81206, -0.53116, 0.12969], [-1.37283, 0.14879, 0.39861], [-3.22259, -0.57839, -0.19630], [-1.85095, -1.86117, 0.21236], [1.40358, 1.46045, 0.85905], [0.21002, 0.76970, -0.00570], [2.29657, -0.76709, -0.74037], [1.61155, 1.34979, -0.79818]], "forces_ev_per_angstrom": [[0.8, 0.1, 1.4], [0.2, 3.0, -2.4], [0.1, -0.9, 1.1], [-2.1, -1.6, -0.9], [1.0, 0.1, -0.1], [-0.1, 1.4, -0.4], [0.5, -1.5, -0.6], [0.8, -0.3, -0.1], [-0.3, 0.9, 0.1], [-0.9, -1.2, 1.8]], "max_force_ev_per_a": 3.85, "mol_weight_g_mol": 62.1, "spin_multiplicity": 1}

---

{"formula": "C14H23N3O2", "method": "ωB97M-V with the def2-TZVPD basis set", "species": ["C", "O", "C", "C", "H", "H", "C", "N", "C", "O", "C", "N", "C", "C", "C", "N", "C", "H", "C", "C", "C", "C", "H", "H", "H", "H", "H", "H", "H", "H", "H", "H", "H", "H", "H", "H", "H", "H", "H", "H", "H", "H"], "coordinates": [[0.29769, 0.26169, 4.18388], [0.37093, -0.08586, 2.82416], [0.35768, 1.00923, 1.93665], [1.65975, 1.81934, 1.90722], [1.81468, 2.32124, 2.86337], [1.56889, 2.58412, 1.13466], [2.87907, 0.94009, 1.60484], [2.76664, 0.27766, 0.32747], [3.12459, 0.86581, -0.82247], [3.73891, 1.90641, -0.92224], [2.71107, 0.03761, -2.05995], [1.33038, -0.34924, -2.00067], [0.31012, 0.05965, -2.78040], [-0.83964, -0.52831, -2.29630], [-0.41143, -1.28542, -1.18827], [0.89907, -1.15930, -1.02964], [-1.21673, -2.11043, -0.24102], [-0.81885, -1.93708, 0.76273], [-2.71477, -1.78792, -0.26417], [-2.98444, -0.28267, -0.35665], [-3.18524, 0.22052, -1.79175], [-2.23048, -0.41030, -2.81519], [-2.22841, 0.19278, -3.72548], [-2.59056, -1.40679, -3.08414], [-3.05452, 1.30519, -1.79776], [-4.20966, 0.01252, -2.10939], [-3.88077, -0.03197, 0.21471], [-2.15071, 0.25014, 0.10464], [-3.15478, -2.18338, 0.65353], [-3.20011, -2.29828, -1.09671], [-1.06318, -3.17025, -0.46635], [0.46283, 0.71973, -3.61042], [2.88298, 0.63522, -2.95593], [3.34112, -0.85779, -2.09324], [2.14147, -0.52552, 0.26097], [2.98466, 0.17300, 2.37455], [3.77620, 1.56353, 1.57927], [0.17732, 0.56821, 0.95316], [-0.48123, 1.68024, 2.17857], [1.19942, 0.77974, 4.52828], [0.19319, -0.67214, 4.73331], [-0.57313, 0.89899, 4.38217]], "forces_ev_per_angstrom": [[0.0, 0.0, 0.0], [0.1, -0.2, -0.1], [0.1, 0.4, -0.1], [-0.1, -0.5, 0.1], [0.0, 0.1, 0.0], [0.0, 0.1, 0.0], [0.1, 0.4, 0.1], [-0.2, -0.3, 0.4], [-0.2, -0.5, -0.4], [0.2, 0.4, -0.1], [0.6, 0.2, 0.2], [-0.5, -0.1, -0.2], [-0.2, -0.1, 0.1], [0.2, 0.1, -0.2], [0.3, 0.2, -0.2], [0.0, -0.5, 0.2], [0.0, -0.2, 0.0], [0.0, 0.0, 0.0], [0.1, 0.1, 0.2], [-0.2, -0.1, -0.1], [0.0, 0.0, 0.0], [-0.1, 0.1, 0.1], [-0.1, -0.1, 0.0], [0.0, 0.1, -0.1], [-0.1, 0.0, 0.0], [0.0, 0.1, 0.0], [0.1, 0.1, 0.0], [0.0, 0.1, 0.1], [0.0, -0.1, -0.1], [-0.1, -0.1, 0.0], [0.0, 0.0, 0.1], [0.1, 0.1, -0.2], [0.0, -0.1, 0.2], [-0.1, 0.1, -0.1], [0.2, 0.2, 0.0], [0.1, 0.1, 0.0], [-0.1, -0.1, 0.1], [0.0, 0.1, 0.0], [0.0, -0.1, -0.1], [0.0, 0.0, 0.0], [0.0, 0.1, 0.1], [0.0, 0.0, 0.0]], "max_force_ev_per_a": 0.65, "mol_weight_g_mol": 265.4, "spin_multiplicity": 1}

---

{"formula": "C4H9NO", "method": "ωB97M-V with the def2-TZVPD basis set", "species": ["C", "C", "N", "C", "O", "C", "H", "H", "H", "H", "H", "H", "H", "H", "H"], "coordinates": [[-2.23285, 0.50385, 0.11928], [-1.19754, -0.38970, -0.55462], [0.15805, 0.10251, -0.40136], [1.11152, -0.57743, 0.29798], [0.88983, -1.63363, 0.86794], [2.48285, 0.07085, 0.32477], [-3.24188, 0.11419, -0.05306], [-2.19673, 1.52555, -0.27722], [-2.05982, 0.54978, 1.19883], [-1.20246, -1.38898, -0.11336], [-1.42330, -0.49435, -1.62357], [0.40542, 0.97797, -0.83474], [2.58042, 0.92378, -0.35384], [3.22494, -0.68569, 0.05862], [2.70154, 0.40131, 1.34435]], "forces_ev_per_angstrom": [[0.0, 0.0, 0.0], [-0.1, -0.1, 0.0], [0.1, 0.0, 0.0], [0.0, 0.0, 0.0], [0.1, 0.3, -0.2], [0.1, 0.0, 0.0], [0.1, 0.1, 0.0], [0.0, -0.1, 0.0], [0.0, 0.0, -0.1], [0.0, 0.1, -0.1], [0.0, 0.0, 0.1], [0.0, -0.1, 0.1], [-0.1, -0.1, 0.1], [-0.1, 0.1, 0.0], [-0.1, -0.1, -0.1]], "max_force_ev_per_a": 0.32, "mol_weight_g_mol": 87.1, "spin_multiplicity": 1}

---

no.,DFT total energy (a.u.)
1,-631.10965
2,-226.29164
3,-862.01567
4,-287.82523